Computed, not measured: a structure of composition C10H10ClFLa in a non-equilibrium geometry, with the ωB97M-V functional and the def2-TZVPD basis.

As for the LUMO energy: 2.8 eV. The spin multiplicity is 1. As for the charge: -1. The value obtained for the calculated total energy is -978.84691 Eh. For the HOMO energy, the calculation gives -3.47 eV. The gap between HOMO and LUMO comes out at 6.29 eV.

Each line ends with the Löwdin charge.
Cartesian coordinates (Å):
C 0.337769 1.033742 1.282128  -0.3468
C 1.751716 1.284683 1.210595  -0.2246
C 2.419802 0.039815 1.439809  -0.1709
H 2.242658 2.262588 1.070740  0.0915
C 1.421176 -0.963072 1.591383  -0.2121
C 0.142598 -0.360210 1.495217  -0.3136
H -0.845120 -0.806204 1.592934  0.0915
H -0.503119 1.749128 1.190821  0.0830
H 3.519974 -0.087504 1.452817  0.0997
H 1.611082 -2.000701 1.756620  0.0823
La 0.586429 -0.050406 -1.193921  1.7170
Cl -1.742010 1.075732 -1.654791  -0.3719
C 2.085233 -0.170976 -4.093580  -0.2873
C 2.870797 -1.246498 -3.578218  -0.2465
C 4.007730 -0.694711 -2.918134  -0.2002
H 2.601363 -2.306373 -3.619057  0.0715
C 3.938668 0.729563 -3.042941  -0.2124
C 2.755283 1.050592 -3.774552  -0.2539
H 2.397950 2.053660 -4.019795  0.0578
H 1.126043 -0.267117 -4.613982  0.0644
H 4.767397 -1.258927 -2.368043  0.0675
H 4.644800 1.444491 -2.612964  0.0583
F 1.450560 -1.904578 -1.588016  -0.6444

Force components x, y, z for each atom (eV/Å):
0.018 0.540 0.354
-0.589 -0.229 0.101
-0.440 0.128 -0.525
-0.391 -0.669 0.065
0.320 0.797 -0.133
0.179 0.679 0.206
0.307 -0.138 0.074
0.844 -0.386 0.043
-0.972 -0.055 -0.066
0.082 -0.441 -0.003
2.587 0.926 -0.453
-1.060 0.239 -0.308
0.162 -0.341 0.531
0.520 0.658 -0.220
-0.735 0.263 -0.521
0.182 0.560 0.006
-0.592 -0.414 0.092
-0.078 -0.024 0.785
0.215 -0.291 -0.031
0.440 0.045 -0.050
-0.286 0.235 -0.283
-0.216 -0.222 -0.243
-0.498 -1.858 0.579